Entry 1:
The following is a quantum chemistry calculation of a cluster of 7 separate species, C18H50O6S6 in total at a distorted geometry, from the Open Molecules 2025 dataset.

Last columns: bonded neighbours and bond lengths (Å).
Element x y z (Å)
1 C -12.175 1.453 -10.284  S2 1.822, H5 1.097, H6 1.097, H7 1.083
2 S -12.009 2.389 -8.730  C1 1.822, O3 1.510, C4 1.799
3 O -12.394 1.393 -7.663  S2 1.510
4 C -10.211 2.441 -8.712  S2 1.799, H8 1.090, H9 1.086, H10 1.096
5 H -11.551 0.551 -10.247  C1 1.097
6 H -11.734 1.896 -11.185  C1 1.097
7 H -13.217 1.209 -10.453  C1 1.083
8 H -9.772 1.463 -8.514  C4 1.090
9 H -9.794 3.179 -8.033  C4 1.086
10 H -9.915 2.718 -9.730  C4 1.096
11 C -6.598 -6.651 -5.743  S12 1.843, H15 1.089, H16 1.085, H17 1.093
12 S -4.978 -6.471 -6.602  C11 1.843, O13 1.503, C14 1.802
13 O -5.041 -7.445 -7.745  S12 1.503
14 C -5.318 -4.804 -7.195  S12 1.802, H18 1.094, H19 1.092, H20 1.084
15 H -6.752 -5.837 -5.035  C11 1.089
16 H -6.746 -7.617 -5.272  C11 1.085
17 H -7.324 -6.566 -6.556  C11 1.093
18 H -5.486 -4.261 -6.260  C14 1.094
19 H -6.257 -4.762 -7.752  C14 1.092
20 H -4.502 -4.384 -7.772  C14 1.084
21 C -9.420 -1.833 -10.589  S22 1.787, H25 1.086, H26 1.089, H27 1.101
22 S -10.140 -3.207 -11.477  C21 1.787, O23 1.507, C24 1.831
23 O -9.860 -4.425 -10.635  S22 1.507
24 C -11.892 -2.731 -11.248  S22 1.831, H28 1.092, H29 1.088, H30 1.090
25 H -8.349 -1.825 -10.772  C21 1.086
26 H -9.751 -1.701 -9.560  C21 1.089
27 H -9.818 -0.919 -11.055  C21 1.101
28 H -12.163 -2.742 -10.190  C24 1.092
29 H -12.523 -3.467 -11.741  C24 1.088
30 H -12.114 -1.748 -11.663  C24 1.090
31 C -6.924 -0.040 -13.891  S32 1.823, H35 1.094, H36 1.093, H37 1.085
32 S -6.603 1.575 -13.107  C31 1.823, O33 1.505, C34 1.833
33 O -7.775 2.424 -13.522  S32 1.505
34 C -6.870 0.996 -11.388  S32 1.833, H38 1.092, H39 1.086, H40 1.088
35 H -7.928 -0.390 -13.639  C31 1.094
36 H -6.284 -0.803 -13.438  C31 1.093
37 H -6.814 -0.004 -14.969  C31 1.085
38 H -6.487 -0.023 -11.299  C34 1.092
39 H -7.933 1.019 -11.169  C34 1.086
40 H -6.192 1.587 -10.776  C34 1.088
41 C -3.615 -0.026 -4.702  S42 1.800, H45 1.091, H46 1.087, H47 1.091
42 S -2.511 0.674 -5.939  C41 1.800, O43 1.494, C44 1.780
43 O -2.344 2.123 -5.620  S42 1.494
44 C -0.975 -0.100 -5.481  S42 1.780, H48 1.098, H49 1.083, H50 1.093
45 H -3.533 -1.110 -4.800  C41 1.091
46 H -4.625 0.314 -4.912  C41 1.087
47 H -3.367 0.316 -3.696  C41 1.091
48 H -0.881 0.065 -4.400  C44 1.098
49 H -0.141 0.335 -6.018  C44 1.083
50 H -0.945 -1.192 -5.519  C44 1.093
51 C -15.514 -2.490 -6.762  S52 1.805, H55 1.092, H56 1.086, H57 1.089
52 S -15.634 -1.934 -8.475  C51 1.805, O53 1.483, C54 1.791
53 O -14.650 -2.745 -9.234  S52 1.483
54 C -14.865 -0.335 -8.231  S52 1.791, H58 1.093, H59 1.090, H60 1.094
55 H -14.518 -2.200 -6.420  C51 1.092
56 H -15.606 -3.572 -6.784  C51 1.086
57 H -16.232 -2.027 -6.088  C51 1.089
58 H -15.106 0.275 -7.357  C54 1.093
59 H -14.977 0.338 -9.081  C54 1.090
60 H -13.785 -0.471 -8.119  C54 1.094
61 C -6.202 -0.103 -7.618  C62 1.554, H67 1.087, H68 1.097, H69 1.091
62 C -7.746 -0.177 -7.464  C61 1.554, C63 1.520, H70 1.093, H71 1.092
63 C -8.129 -1.481 -6.783  C62 1.520, C64 1.546, H72 1.095, H73 1.101
64 C -9.659 -1.682 -6.689  C63 1.546, C65 1.522, H74 1.098, H75 1.092
65 C -10.215 -3.087 -6.506  C64 1.522, C66 1.519, H76 1.095, H77 1.094
66 C -11.696 -3.072 -6.166  C65 1.519, H78 1.096, H79 1.092, H80 1.088
67 H -5.748 0.885 -7.615  C61 1.087
68 H -5.987 -0.554 -8.595  C61 1.097
69 H -5.702 -0.788 -6.932  C61 1.091
70 H -8.042 0.718 -6.910  C62 1.093
71 H -8.167 -0.059 -8.464  C62 1.092
72 H -7.634 -1.555 -5.809  C63 1.095
73 H -7.659 -2.345 -7.276  C63 1.101
74 H -9.824 -1.061 -5.799  C64 1.098
75 H -10.182 -1.188 -7.511  C64 1.092
76 H -10.065 -3.649 -7.433  C65 1.095
77 H -9.657 -3.581 -5.705  C65 1.094
78 H -11.805 -2.501 -5.237  C66 1.096
79 H -12.318 -2.537 -6.886  C66 1.092
80 H -12.083 -4.081 -6.035  C66 1.088

Computed properties:
- Charge: 0

***

Entry 2:
The following is a quantum chemistry calculation of a cluster of 3 separate species, C5H12 in total at a distorted geometry, from the Open Molecules 2025 dataset.

Last columns: bonded neighbours and bond lengths (Å).
Element x y z (Å)
1 C 2.182 -0.765 0.206  C2 1.542, C5 1.539, H6 1.129, H7 1.079
2 C 1.076 0.247 0.571  C1 1.542, C5 1.636, H8 1.138
3 C -1.834 -0.050 0.082  C4 1.501, H9 1.102, H10 1.099, H11 1.082
4 C -3.327 0.065 -0.032  C3 1.501, H12 1.104, H13 1.147, H14 1.138
5 C 2.145 0.522 -0.637  C1 1.539, C2 1.636, H16 1.051, H17 1.086
6 H 1.868 -1.753 -0.241  C1 1.129
7 H 2.968 -0.725 0.943  C1 1.079
8 H 1.262 0.745 1.577  C2 1.138
9 H -1.393 -0.321 -0.891  C3 1.102
10 H -1.405 -0.784 0.780  C3 1.099
11 H -1.403 0.900 0.369  C3 1.082
12 H -3.712 0.577 0.867  C4 1.104
13 H -3.787 -0.986 -0.066  C4 1.147
14 H -3.765 0.710 -0.860  C4 1.138
15 H 3.505 -0.299 -1.536  no bonds
16 H 2.670 1.412 -0.442  C5 1.051
17 H 1.739 0.414 -1.638  C5 1.086

Computed properties:
- Charge: 0

***

Entry 3:
The following is a quantum chemistry calculation of the molecule C5H7IN2 at a distorted geometry, from the Open Molecules 2025 dataset.

Last columns: bonded neighbours and bond lengths (Å).
Element x y z (Å)
1 C -0.982 -1.933 -0.035  C2 1.349, N6 1.397, H9 1.032
2 C -1.151 -0.595 -0.022  C1 1.349, C3 1.489, I8 2.047
3 C 0.203 0.012 0.095  C2 1.489, C4 1.556, C5 1.556, N7 1.396
4 C 0.578 0.902 1.316  C3 1.556, H10 1.133, H11 1.115, H12 1.112
5 C 0.557 0.787 -1.207  C3 1.556, H13 1.143, H14 1.126, H15 1.166
6 N 0.397 -2.153 0.007  C1 1.397, N7 1.234
7 N 1.042 -1.102 0.043  C3 1.396, N6 1.234
8 I -2.854 0.541 0.013  C2 2.047
9 H -1.730 -2.630 0.103  C1 1.032
10 H 0.050 1.895 1.176  C4 1.133
11 H 1.675 0.991 1.138  C4 1.115
12 H 0.198 0.328 2.189  C4 1.112
13 H 1.562 1.288 -0.995  C5 1.143
14 H -0.199 1.505 -1.634  C5 1.126
15 H 0.655 0.164 -2.187  C5 1.166

Computed properties:
- Charge: 0
- SMILES: CC1(C)N=NC=C1I

***

Entry 4:
The following is a quantum chemistry calculation of a cluster of 2 separate species, C5H6INO in total at a distorted geometry, from the Open Molecules 2025 dataset.

Last columns: bonded neighbours and bond lengths (Å).
Element x y z (Å)
1 C 1.356 0.606 -0.617  C2 1.334, C3 1.420, H9 1.108
2 C 0.785 0.785 0.575  C1 1.334, C4 1.445, H10 1.124
3 C 0.509 0.369 -1.732  C1 1.420, N6 1.283, H11 1.134
4 C -0.655 0.725 0.665  C2 1.445, C5 1.323, H13 1.047
5 C -1.334 0.413 -0.427  C4 1.323, N6 1.323, I8 2.260
6 N -0.767 0.300 -1.618  C3 1.283, C5 1.323
7 O 0.229 -2.112 1.022  H12 0.965, H14 0.954
8 I -3.592 0.422 -0.498  C5 2.260
9 H 2.415 0.845 -0.835  C1 1.108
10 H 1.295 0.940 1.564  C2 1.124
11 H 0.943 0.274 -2.776  C3 1.134
12 H 0.332 -2.638 1.825  O7 0.965
13 H -1.087 0.534 1.600  C4 1.047
14 H -0.430 -1.463 1.254  O7 0.954

Computed properties:
- Charge: 0
- SMILES: Ic1ccccn1.O

***

Taking the records one at a time from the top gives ΔE to the lowest compared entry with this formula, charge and spin values of 24.4, 193.1, 49.7, 18.2 kcal per mole.
Taking the records one at a time from the top gives gap between HOMO and LUMO values of 9.1374, 6.3092, 9.4358, 9.4849 eV.